20
Properties=species:S:1:pos:R:3:forces:R:3 method="wB97M-V/def2-TZVPD" spin_multiplicity=1 de_lowest_kj_mol=141.0 homo_lumo_gap_ev=8.59
C -2.329 -0.874 0.469 0.4151 -0.1149 0.1260
C -0.845 -1.131 0.452 0.4494 -0.0566 -0.6421
C 0.094 -0.428 -0.197 -0.2716 0.7406 -0.5291
C -0.281 0.638 -1.211 -0.6674 -0.4027 0.6550
N 1.465 -0.624 0.030 -0.4281 -0.4398 0.1838
C 2.503 0.029 -0.719 0.1789 0.0266 -0.5741
H -2.799 -0.801 -0.513 -0.0325 -0.3235 -0.0052
H -2.554 0.057 0.976 -0.0118 0.3502 0.1384
H -2.777 -1.655 1.078 -0.3564 -0.0967 -0.2668
H -0.469 -2.025 0.922 -0.1102 -0.1405 0.6808
H -0.382 0.187 -2.202 0.5621 0.0617 -0.0690
H -1.304 0.959 -1.000 0.2740 0.3664 0.1607
H 0.410 1.475 -1.198 -0.1733 0.1380 -0.2802
H 1.643 -1.585 0.268 0.3507 0.0092 0.1741
H 2.435 1.109 -0.665 -0.1185 0.2009 0.1937
H 2.524 -0.221 -1.778 -0.1066 -0.1200 -0.3500
H 3.483 -0.227 -0.337 0.0541 -0.1827 0.3346
O -0.339 2.104 1.864 0.0914 -0.2361 -0.0273
H -0.614 1.464 2.532 -0.0115 0.1193 -0.0223
H 0.137 1.549 1.231 -0.0878 0.1007 0.1189